# 1
Below is a 2-piece molecular cluster, C6H8F3NO2S overall at a distorted geometry, with properties calculated with ωB97M-V/def2-TZVPD.

## Properties
charge = 0
Kohn-Sham gap = 8.3 eV
spin multiplicity = 1
maximum force = 5.90 eV/A

Each line ends with the Löwdin charge.
Element x y z (Å)
S1 0.7933 1.6082 -0.2276  0.8889
F1 3.6131 2.1067 3.5321  0.1548
F2 1.9426 1.1745 4.3668  0.1428
F3 3.3105 0.0199 2.9777  0.1503
O1 1.2498 1.6879 -1.5822  -0.4422
O2 0.6392 2.0029 2.6149  -0.0414
N1 2.0995 1.1649 0.8086  -0.0524
C1 -1.6037 0.6010 0.0519  -0.1205
C2 2.6733 1.1868 3.2338  -0.5546
C3 0.2620 -1.0981 -0.4151  -0.1258
C4 -0.2344 0.1429 -0.3215  -0.4131
C5 1.6901 -1.3783 -0.6076  -0.0722
C6 1.7819 1.4579 2.0833  -0.3357
H1 2.0962 -0.4684 -0.6458  -0.0145
H2 -2.1044 1.1128 -0.8676  0.1218
H3 2.0590 -2.0542 0.0718  0.0622
H4 -0.4297 2.2993 1.8586  0.3029
H5 -0.4682 -1.8949 -0.2146  0.1236
H6 1.7617 -1.8136 -1.6583  0.1274
H7 -1.6538 1.5407 0.7185  0.0585
H8 -2.3516 -0.0420 0.3163  0.0391

***

# 2
Below is C37H47Cl2CuN3O3 as an isolated structure at a distorted geometry, with properties calculated with ωB97M-V/def2-TZVPD.

## Properties
charge = +4
Kohn-Sham gap (alpha / beta) = 6.9 / 5.1 eV
spin multiplicity = 2
maximum force = 4.31 eV/A

Each line ends with the Mulliken spin population.
Element x y z (Å)
Cu1 -1.6836 2.6254 -13.0897  0.0000
Cl1 3.8792 2.6811 -15.5743  0.0000
Cl2 4.0043 -0.4288 -17.0293  0.0000
O1 5.5459 -1.7700 -12.0740  0.1247
O2 0.0249 3.1739 -14.3176  0.0000
O3 4.5877 1.5441 -7.8930  -0.0171
N1 -5.1690 4.6538 -20.2930  0.0000
N2 -1.2842 0.0492 -16.6524  0.0000
N3 0.3259 6.6606 -11.9357  0.0000
C1 0.1183 8.0843 -9.8512  0.0001
C2 2.2509 2.1068 -11.2255  -0.0060
C3 4.8662 0.8188 -8.8637  -0.0048
C4 -5.3324 4.4268 -18.9605  0.0000
C5 8.6337 -1.1249 -9.4760  0.0126
C6 -4.1478 4.0431 -20.9376  0.0000
C7 -1.5241 1.3257 -16.2379  0.0000
C8 -2.4974 1.9688 -18.3025  -0.0001
C9 0.6577 8.0732 -11.3351  0.0000
C10 6.1152 0.0626 -9.0104  0.0123
C11 3.1650 0.1002 -12.2332  -0.0090
C12 -3.2228 3.1635 -20.3496  0.0000
C13 6.3677 -0.6888 -10.1896  0.1581
C14 -4.4323 3.4872 -18.2976  0.0000
C15 5.3355 -0.8681 -11.2162  0.0565
C16 2.9289 1.7619 -10.0372  0.0038
C17 8.4892 -0.3982 -8.3154  0.1950
C18 -1.7504 -0.3133 -17.8851  -0.0001
C19 2.6387 1.8099 -16.4520  0.0000
C20 2.4490 7.1503 -15.2403  0.0000
C21 1.3489 6.4511 -13.0682  -0.0001
C22 3.8973 0.7638 -9.9920  -0.0027
C23 4.0026 7.1536 -14.9697  0.0000
C24 4.0829 0.0061 -11.2131  -0.0020
C25 -6.1991 5.5253 -21.0014  0.0000
C26 0.1995 6.6196 -9.4840  0.0000
C27 -0.6407 -0.9469 -15.7408  0.0000
C28 -2.4545 0.6067 -18.6294  0.0001
C29 -3.3371 2.9585 -18.9967  0.0000
C30 -1.1582 6.7007 -12.4919  0.0000
C31 3.3134 1.0545 -17.6037  0.0000
C32 1.5349 7.6564 -14.0746  0.0000
C33 -1.9399 2.3490 -17.0623  0.0001
C34 7.1502 0.1451 -8.0723  0.2753
C35 2.2801 1.2194 -12.2705  0.0042
C36 7.6276 -1.2599 -10.4082  0.1961
C37 0.5081 5.7497 -10.7280  0.0001
H1 -1.1489 1.4734 -15.2360  0.0000
H2 -0.0065 -1.5689 -16.3725  0.0000
H3 -2.0159 3.3141 -16.5836  0.0000
H4 -1.5288 -1.5259 -15.4874  0.0000
H5 -6.5659 5.0010 -21.8839  0.0000
H6 0.5775 8.0806 -14.3772  0.0000
H7 1.7392 7.9951 -11.2247  0.0000
H8 -0.2021 -0.4755 -14.8614  0.0000
H9 2.3558 7.7055 -16.1737  0.0000
H10 -2.7465 0.3040 -19.6241  0.0000
H11 -5.8711 6.5496 -21.1781  0.0000
H12 0.1267 8.8181 -11.9278  0.0000
H13 9.5268 -1.7303 -9.5244  0.0043
H14 -7.0816 5.6957 -20.3848  0.0000
H15 4.6232 6.5021 -15.5849  0.0000
H16 2.3159 6.1122 -12.6964  0.0000
H17 -2.4395 2.7274 -20.9517  0.0000
H18 3.2192 -0.4952 -13.1327  0.0002
H19 2.7211 0.8860 -18.5031  0.0000
H20 2.1436 1.0833 -15.8078  0.0000
H21 -0.8792 8.5113 -9.9551  0.0000
H22 -1.2654 7.4744 -13.2521  0.0000
H23 4.3581 8.1567 -14.7343  0.0000
H24 4.3035 6.6851 -14.0326  0.0000
H25 -2.0382 6.7404 -11.8498  0.0000
H26 7.8701 -1.8479 -11.2811  -0.0122
H27 -1.4927 -1.2836 -18.2834  0.0000
H28 6.9170 0.4562 -7.0647  0.0073
H29 0.8719 5.6778 -13.6704  0.0001
H30 0.6785 3.6656 -14.8519  0.0000
H31 -4.6876 3.3598 -17.2560  0.0000
H32 1.5093 2.8880 -11.3047  -0.0015
H33 0.9319 6.4376 -8.6975  0.0000
H34 -0.1073 4.8772 -10.9475  0.0000
H35 -0.6566 6.0588 -9.1088  0.0000
H36 2.2306 6.1131 -15.4946  0.0000
H37 -1.3046 5.7147 -12.9329  0.0000
H38 1.9295 2.4784 -16.9400  0.0000
H39 1.6688 1.2477 -13.1604  0.0007
H40 0.7528 8.7131 -9.2266  0.0000
H41 2.0687 8.4595 -13.5664  0.0000
H42 1.5250 5.3630 -10.7960  0.0000
H43 2.8782 2.4040 -9.1703  -0.0005
H44 -4.3230 4.1171 -22.0007  0.0000
H45 9.2375 -0.1596 -7.5741  0.0047
H46 4.1229 1.6791 -17.9814  0.0000
H47 -6.0854 4.9096 -18.3553  0.0000

***

# 3
Below is a 2-piece molecular cluster, H4OS overall at a distorted geometry, with properties calculated with ωB97M-V/def2-TZVPD.

## Properties
charge = 0
Kohn-Sham gap = 10.5 eV
spin multiplicity = 1
maximum force = 1.26 eV/A

Each line ends with the Löwdin charge.
Element x y z (Å)
S1 -0.7860 -1.4086 1.6738  0.4675
O1 1.3279 0.9120 -1.5604  -0.0902
H1 -2.1159 -1.2611 1.5275  -0.2185
H2 1.4541 0.7923 -0.5919  0.0381
H3 -0.5307 -0.6561 0.5874  -0.2453
H4 0.6504 1.6215 -1.6364  0.0484

***

# 4
Below is C3H4Cl2S as an isolated structure at a distorted geometry, with properties calculated with ωB97M-V/def2-TZVPD.

## Properties
charge = 0
Kohn-Sham gap = 9.5 eV
spin multiplicity = 1
maximum force = 2.34 eV/A

Each line ends with the Löwdin charge.
Element x y z (Å)
Cl1 3.2566 1.4018 -0.4303  0.2491
Cl2 1.6194 -1.6491 -0.1973  0.7097
S1 -0.5266 -0.4477 1.6792  0.8560
C1 -0.6295 -0.1709 -0.6699  -0.2521
C2 0.1769 -0.8902 0.1347  -1.1034
C3 -1.5639 0.3247 0.3531  -0.4295
H1 -0.7245 0.0110 -1.7518  0.1182
H2 -1.7160 1.3774 0.7142  0.0938
H3 -2.5171 -0.2661 0.2464  0.0983
H4 2.6248 0.3089 -0.0782  -0.3402

***

# 5
Below is a 2-piece molecular cluster, C7H13O overall at a distorted geometry, with properties calculated with ωB97M-V/def2-TZVPD.

## Properties
charge = -1
Kohn-Sham gap = 3.9 eV
spin multiplicity = 1
maximum force = 5.23 eV/A

Each line ends with the Löwdin charge.
Element x y z (Å)
O1 -1.2183 1.3754 3.3625  -0.3544
C1 -0.7602 0.4263 -2.3312  -0.0674
C2 1.3352 -0.8336 -2.9352  -0.0359
C3 0.2889 -0.1782 2.0464  -0.2036
C4 0.5194 -0.1341 -1.9610  -0.4397
C5 -0.9779 0.0360 2.9712  -0.4556
C6 0.9493 0.1404 -0.5455  -0.1947
C7 -0.0457 -0.2406 0.5782  -0.1940
H1 -1.2427 1.2892 -2.0439  -0.0622
H2 1.8083 -0.4048 -0.4702  0.0652
H3 0.8434 -1.0676 -3.8207  -0.0160
H4 -1.4272 1.3343 0.1905  0.2666
H5 2.0702 -1.4362 -2.5084  -0.0189
H6 -0.9314 -0.7331 3.7638  0.0781
H7 1.0306 -0.7985 2.4969  0.0931
H8 -1.0948 0.1765 -3.4860  0.0754
H9 0.8710 0.7333 2.2106  0.0998
H10 -0.5312 -1.1843 0.2889  0.1312
H11 -1.8174 -0.2694 2.3355  0.0672
H12 -0.9538 0.5366 0.3286  0.0177
H13 1.2843 1.2323 -0.4711  0.1481

***

# 6
Below is the molecule CH2O2S2 at a distorted geometry, with properties calculated with ωB97M-V/def2-TZVPD.

## Properties
charge = 0
Kohn-Sham gap = 10.3 eV
spin multiplicity = 1
maximum force = 2.18 eV/A

Each line ends with the Löwdin charge.
Element x y z (Å)
S1 0.3292 -0.1377 -1.0028  0.7379
S2 -1.5085 0.4228 1.3560  0.8211
O1 0.1904 2.2150 0.3682  -0.0978
O2 1.0701 1.4821 1.2701  -0.0592
C1 -0.0889 0.9202 0.4446  -1.2070
H1 1.1796 0.7365 -1.6993  -0.0736
H2 -2.0080 1.6072 1.5948  -0.1214

***

Q: The highest spin multiplicity belongs to which entry?
A: C37H47Cl2CuN3O3